Below is a structure of composition C36H29F3HfN3O6 in a non-equilibrium geometry, with properties calculated with the ωB97M-V functional and the def2-TZVPD basis.

Geometry as XYZ:
```
78
Properties=species:S:1:pos:R:3:forces:R:3:lowdin_charge:R:1
Hf 0.242 -1.018 1.567 -1.0312 2.1674 -0.5081 1.692
O -1.449 -1.954 0.595 -0.1586 0.8387 -0.7511 -0.088
C -1.689 -0.915 -0.128 -1.3222 0.9987 -0.1358 -0.504
N -2.759 -0.658 -0.910 1.4202 -0.2628 0.6819 0.202
C -2.676 0.710 -1.453 0.0172 0.7624 -0.5926 -0.241
C -1.378 1.242 -0.769 -0.2038 0.9114 0.7393 -0.348
O -0.964 2.415 -0.801 -0.4435 -2.6441 0.4057 0.049
N -0.874 0.187 -0.023 0.7633 -0.4067 0.1101 0.058
C -3.935 1.522 -1.087 -1.0510 -1.1448 1.0335 -0.125
C -5.209 0.964 -1.376 -0.3104 0.4363 -0.2989 -0.019
C -6.390 1.497 -0.824 0.3723 -0.9571 -0.6459 -0.066
C -6.315 2.562 0.053 -0.9440 0.1769 0.5958 -0.090
C -5.087 3.065 0.406 0.7078 0.7970 0.1442 -0.074
C -3.916 2.553 -0.155 0.3571 0.0706 0.2728 -0.031
C -2.416 0.745 -2.961 0.9766 -0.0525 0.1704 -0.151
C -2.231 -0.443 -3.670 -0.5537 0.1905 -0.0468 -0.042
C -2.155 -0.382 -5.047 0.8692 -0.2233 -1.0776 -0.082
C -2.033 0.838 -5.722 -0.3322 0.5187 -0.2660 -0.074
C -2.028 2.021 -4.982 0.3809 0.5449 0.4797 -0.065
C -2.173 1.980 -3.586 -0.7496 -0.1602 -0.4406 -0.014
H -3.466 -1.355 -1.076 -0.1896 0.1881 -0.1356 0.172
H -5.347 0.124 -2.066 0.3864 0.2348 0.2153 0.119
H -7.357 1.005 -1.054 0.7578 0.5099 0.1020 0.121
H -7.226 2.958 0.529 0.4991 -0.2002 -0.3526 0.120
H -4.999 3.894 1.129 -0.1427 -0.5538 -0.4182 0.117
H -2.962 2.931 0.205 -0.2140 0.0873 -0.2170 0.095
H -2.155 -1.427 -3.196 -0.3653 0.4696 -0.0199 0.115
H -2.069 -1.325 -5.597 -0.1010 0.4209 0.0833 0.111
H -1.954 0.948 -6.823 -0.0380 -0.5393 0.8542 0.118
H -1.869 3.016 -5.455 -0.1734 -1.0175 0.2696 0.122
H -2.154 2.916 -3.015 -0.1454 -0.5300 -0.1835 0.125
O 3.754 -0.025 3.548 -1.4507 -0.5611 -0.2737 0.129
C 2.693 -0.548 3.298 0.1738 0.8466 -0.0492 -0.462
O 1.719 0.056 2.519 0.4309 -1.2102 0.9170 -0.252
C 2.351 -1.968 3.770 0.4386 -0.3247 -0.8812 -0.116
C 1.212 -2.679 3.324 -0.2663 0.4390 0.7114 -0.132
C 1.121 -4.076 3.454 -1.0293 0.7370 0.0289 -0.046
C 2.124 -4.745 4.107 1.1042 -0.1457 0.7952 -0.047
C 3.209 -4.047 4.682 -0.1196 0.2140 -0.8872 -0.010
C 3.371 -2.690 4.407 -0.6638 0.4161 0.0704 0.010
H 0.252 -2.090 3.216 0.4995 -1.2456 1.0563 0.073
H 0.213 -4.631 3.174 0.4992 0.4732 -0.0597 0.133
H 2.047 -5.822 4.223 0.0433 0.1432 0.0712 0.119
H 3.993 -4.534 5.253 -0.2714 -0.2172 -0.1174 0.120
H 4.243 -2.111 4.708 -0.0870 -0.3269 -0.0049 0.132
F 7.072 -2.855 -4.871 -0.7722 0.2008 -0.2942 0.135
C 5.768 -2.720 -5.210 0.5493 0.1347 -1.2572 -0.538
F 5.632 -1.657 -6.065 0.4684 -0.5113 0.6645 0.116
F 5.434 -3.801 -5.972 0.1802 0.4036 0.7530 0.131
C 4.874 -2.539 -4.027 0.1370 -0.0842 -0.5143 -0.116
C 5.312 -2.818 -2.733 1.0372 -0.0678 -1.2171 0.000
C 4.416 -2.708 -1.722 -0.9053 0.0293 1.0408 -0.020
C 3.069 -2.331 -1.956 1.3028 -0.2364 0.1638 -0.226
C 2.661 -2.130 -3.278 -1.0819 0.1265 0.1932 -0.007
C 3.571 -2.173 -4.325 -0.5018 -0.6072 0.3909 0.006
C 2.265 -2.105 -0.792 -0.9531 0.1420 0.2715 -0.062
C 1.576 -1.844 0.196 1.5666 -0.8376 -1.8892 -0.136
H 6.368 -3.101 -2.559 -0.8783 0.1313 -0.1049 0.141
H 4.739 -2.973 -0.723 -0.1485 0.2751 0.1042 0.123
H 1.588 -2.012 -3.486 0.5762 0.3147 0.1116 0.124
H 3.213 -2.045 -5.355 0.3860 0.0131 0.5240 0.140
O -2.172 0.929 4.596 0.4532 -0.0781 -0.7540 0.114
C -1.487 1.035 3.599 -0.7442 0.3952 1.1882 -0.551
O -1.117 0.057 2.820 0.7047 0.0268 -0.3557 -0.169
C -1.027 2.476 3.271 0.3071 0.8363 -0.4519 -0.133
N 0.078 2.507 2.211 0.1535 -0.5139 0.4225 0.089
C 0.911 3.745 2.455 -0.9503 0.8100 -0.0084 -0.079
C 0.683 4.174 3.935 1.2907 -1.1387 -0.0638 -0.126
C -0.438 3.277 4.488 -0.7320 -1.1313 0.0246 -0.096
H -1.864 3.094 2.881 0.3452 -0.7497 -0.0527 0.168
H -0.314 2.468 1.242 0.4045 0.1009 0.4730 0.134
H 0.682 1.657 2.357 -0.3675 0.7886 -0.1063 0.118
H 0.526 4.514 1.777 0.1035 -0.1925 0.0500 0.133
H 1.944 3.563 2.204 0.2074 -0.2686 -0.0541 0.127
H 0.488 5.221 4.012 -0.5304 0.6103 -0.1854 0.102
H 1.660 4.074 4.461 -0.8453 -0.3291 -0.0723 0.127
H -1.283 3.810 4.959 0.5876 -0.0638 -0.2433 0.132
H -0.139 2.509 5.223 0.3103 0.6014 -0.1956 0.127
```
Forces are in eV/Å.

Values from the calculation:
frontier orbital gap = 0.281 Ha
relative energy (zero: lowest compared OMol25 entry of this formula, charge and spin) = 171.65 kJ/mol
net charge = +1
2S+1 = 1